1.
C31H34AsF4N5S2Ti as an isolated structure. Source: the Open Molecules 2025 dataset; level of theory: ωB97M-V/def2-TZVPD.

Each line ends with the Mulliken spin population.
Positions of all 78 atoms, in Å:
Ti1 0.446 -0.071 1.127  1.02
C1 -1.459 -2.879 0.157  0.03
C2 -0.645 -3.153 1.414  0.00
N1 0.608 -2.362 1.559  -0.04
C3 1.756 -3.094 0.964  0.02
C4 1.607 -3.418 -0.511  0.01
C5 0.917 -2.194 2.998  0.03
C6 -0.178 -1.374 3.708  -0.01
N2 -0.707 -0.432 2.742  -0.01
C7 -1.945 0.105 2.925  -0.01
C8 -2.569 0.642 1.797  0.01
F1 -1.839 0.532 0.627  0.02
C9 -3.795 1.257 1.791  0.00
F2 -4.277 1.741 0.642  0.00
C10 -4.510 1.372 2.970  0.00
C11 -3.925 0.856 4.115  0.00
F3 -4.562 0.964 5.280  0.00
C12 -2.681 0.246 4.110  -0.01
F4 -2.167 -0.172 5.280  0.00
H1 -2.494 -3.175 0.324  0.00
H2 -1.095 -3.431 -0.705  0.00
H3 -1.461 -1.816 -0.099  -0.01
H4 -0.386 -4.217 1.470  0.00
H5 -1.272 -2.943 2.275  0.00
H6 1.898 -4.025 1.529  0.00
H7 2.642 -2.477 1.117  0.00
H8 0.877 -4.207 -0.684  0.00
H9 2.565 -3.764 -0.897  0.00
H10 1.319 -2.533 -1.080  0.00
H11 1.881 -1.686 3.059  -0.01
H12 1.024 -3.169 3.490  0.01
H13 0.265 -0.893 4.584  0.00
H14 -0.972 -2.028 4.079  0.00
H15 -5.479 1.845 3.002  0.00
S1 2.776 0.164 0.458  -0.04
C13 3.090 -0.349 -1.214  0.00
C14 4.362 -0.807 -1.549  0.00
C15 4.654 -1.164 -2.857  0.00
C16 3.688 -1.063 -3.850  0.00
C17 2.420 -0.604 -3.529  0.00
C18 2.124 -0.247 -2.220  0.01
As1 0.375 0.265 -1.619  0.01
C19 0.332 2.201 -1.742  -0.02
C20 1.510 2.940 -1.745  0.00
C21 1.459 4.327 -1.669  0.00
C22 0.236 4.978 -1.591  0.00
C23 -0.944 4.243 -1.598  0.00
C24 -0.898 2.857 -1.668  0.01
C25 -0.746 -0.279 -3.102  0.00
C26 -1.125 0.597 -4.114  0.00
C27 -1.869 0.130 -5.188  0.00
C28 -2.231 -1.208 -5.259  0.00
C29 -1.846 -2.085 -4.256  0.00
C30 -1.108 -1.621 -3.177  0.00
H16 5.116 -0.878 -0.776  0.00
H17 5.644 -1.524 -3.101  0.00
H18 3.922 -1.343 -4.868  0.00
H19 1.654 -0.534 -4.293  0.00
H20 2.466 2.432 -1.800  0.00
H21 2.378 4.898 -1.675  0.00
H22 0.200 6.057 -1.538  0.00
H23 -1.900 4.748 -1.558  0.00
H24 -1.821 2.284 -1.670  0.00
H25 -0.832 1.638 -4.078  0.00
H26 -2.161 0.814 -5.973  0.00
H27 -2.808 -1.567 -6.100  0.00
H28 -2.120 -3.129 -4.312  0.00
H29 -0.801 -2.308 -2.399  0.00
N3 0.313 2.248 1.288  0.00
N4 0.008 2.652 2.609  0.01
C31 0.826 2.155 3.576  0.00
N5 0.658 2.656 4.804  0.00
S2 1.969 0.993 3.199  -0.01
H30 1.240 2.593 1.026  0.01
H31 -0.371 2.665 0.659  0.01
H32 -0.304 3.609 2.716  0.00
H33 -0.116 3.258 5.033  0.00
H34 1.197 2.265 5.557  0.00

**Spin multiplicity**: 2
**Total charge**: +1
**E_LUMO (alpha / beta)**: -2.551 / -2.361 eV
**HOMO energy (alpha / beta)**: -10.414 / -10.466 eV
**Total energy**: -156639.9579 eV

2.
The molecule C4H7F2N in a non-equilibrium geometry. Source: the Open Molecules 2025 dataset; level of theory: ωB97M-V/def2-TZVPD.

Each line ends with the natural charge from an NBO analysis.
Positions of all 14 atoms, in Å:
C1 2.525 0.413 0.178  -0.38
C2 1.318 0.929 0.132  -0.24
C3 -0.001 0.035 0.580  0.79
F1 0.384 -1.199 1.051  -0.36
F2 -0.627 0.625 1.622  -0.34
N1 -0.826 0.010 -0.556  -0.66
C4 -2.144 -0.599 -0.481  -0.42
H1 3.397 0.976 -0.108  0.20
H2 2.692 -0.600 0.506  0.21
H3 1.045 1.927 -0.152  0.21
H4 -0.304 -0.317 -1.360  0.38
H5 -2.686 -0.148 0.346  0.21
H6 -2.655 -0.364 -1.410  0.20
H7 -2.117 -1.686 -0.347  0.18

**Total charge**: 0
**E_LUMO**: 1.021 eV
**HOMO energy**: -9.916 eV
**Total energy**: -11185.8985 eV
**SMILES string**: C=CC(F)(F)NC